This record from the Open Molecules 2025 dataset describes a structure of composition C20H37ClF5N2O12S2Y. The level of theory is wB97M-V/def2-TZVPD.

```
80
Properties=species:S:1:pos:R:3:mulliken_charge:R:1
Y 0.13305 0.04354 -1.13748 1.42
C -2.69368 -0.36055 0.97893 -0.28
O -2.31564 0.67864 1.89981 0.13
O -1.81752 -0.39344 -0.00128 -0.76
C -2.75461 -1.71697 1.72456 0.66
F -1.77327 -1.89736 2.62961 -0.20
F -3.93384 -1.85516 2.37774 -0.31
F -2.69835 -2.74356 0.87709 -0.32
C -3.08624 0.85393 3.08524 -0.47
C -2.54886 2.08101 3.81005 -0.98
H -2.46780 2.98142 3.21438 0.16
H -3.11954 2.18383 4.73650 0.42
H -1.56601 1.79107 4.20124 0.10
H -2.97654 -0.02819 3.71498 0.30
H -4.13477 1.04007 2.81872 0.39
H -3.72459 -0.15526 0.62969 0.26
Cl 2.71281 0.59212 -1.80785 -0.58
N -0.77129 0.62990 -3.13740 -0.26
S -0.22105 0.28480 -4.59921 0.91
O 0.51322 1.31482 -5.22237 -0.64
O -0.99239 -0.58392 -5.41723 -0.59
F 0.90838 -0.70274 -4.03989 -0.29
S -2.09418 1.63370 -3.59396 0.86
O -3.12318 0.98393 -4.30475 -0.57
O -1.65454 2.92619 -3.94940 -0.55
F -2.68024 1.79013 -2.16396 -0.20
O 0.87516 0.92756 0.92702 0.64
C 1.41040 1.60983 1.77594 0.79
O 1.43353 1.25745 3.05044 -0.38
C 0.76915 0.02985 3.37912 0.90
C 0.69398 -0.13057 4.89794 -1.77
C 2.25165 2.81795 1.49896 -1.38
H 1.35621 -0.81167 2.99547 0.00
H -0.21455 -0.04787 2.91668 -0.34
H 1.71289 -0.15335 5.28311 0.44
H 0.24107 -1.10709 5.07673 0.36
H 0.07619 0.63004 5.36659 0.36
H 3.12663 2.84428 2.14127 0.43
H 1.64540 3.70238 1.72265 0.29
H 2.54402 2.87681 0.45349 0.19
O -0.32342 2.44031 -1.11962 0.28
C -0.47598 3.59145 -0.76794 0.77
O 0.11532 4.60306 -1.35779 -0.36
C 0.92775 4.32597 -2.52223 0.53
C 1.34603 5.62349 -3.15714 -1.61
C -1.30169 3.96041 0.41296 -0.86
H 0.46730 3.65629 -3.24336 -0.02
H 1.81545 3.78568 -2.17727 0.13
H 1.95725 6.20826 -2.45783 0.35
H 0.53996 6.29885 -3.44448 0.36
H 1.99567 5.45812 -4.01521 0.41
H -2.11494 3.25156 0.54310 0.05
H -1.78047 4.92643 0.22176 0.53
H -0.71888 4.11357 1.31882 0.20
O 1.10472 -1.70191 0.26751 -0.09
C 1.60707 -2.57799 0.93769 0.75
O 2.87858 -2.59374 1.30364 -0.41
C 3.77388 -1.56415 0.79522 0.39
C 4.69342 -1.11371 1.91924 -1.29
C 0.82928 -3.75203 1.44070 -0.96
H 3.17768 -0.71213 0.47914 -0.27
H 4.33821 -1.98561 -0.03091 0.38
H 5.28391 -1.96101 2.27257 0.38
H 4.13357 -0.71703 2.76597 0.21
H 5.35613 -0.35048 1.51446 0.38
H -0.11733 -3.75314 0.90789 0.07
H 0.69170 -3.55169 2.50745 0.21
H 1.32063 -4.71502 1.34600 0.41
C -1.12605 -5.62842 -1.93039 -0.92
C -0.74066 -5.49610 -3.39367 -0.44
C -0.84363 -4.05472 -3.90921 -0.63
C -0.49311 -3.03920 -2.92635 0.45
N -0.25206 -2.22806 -2.16084 -0.54
H -0.47114 -5.00254 -1.32313 0.06
H -1.15604 -6.64650 -1.55170 0.41
H -2.13744 -5.23668 -1.76164 0.31
H -1.39605 -6.09230 -4.02654 0.29
H 0.27557 -5.88924 -3.45801 0.29
H -1.88689 -3.84260 -4.17523 0.31
H -0.33437 -3.85499 -4.85281 0.38
```

Calculated values
Total charge: 0
Max |F| (eV/A): 4.37
Relative energy (zero: lowest compared OMol25 entry of this formula, charge and spin) (kcal per mole): 0.0
Highest occupied orbital energy (eV): -9.24
Energy (eV): -97720.4756
Gap between HOMO and LUMO (eV): 4.7

---

This record from the Open Molecules 2025 dataset describes a structure of composition C15H30F5Hf2O9P2. The level of theory is wB97M-V/def2-TZVPD.

```
63
Properties=species:S:1:pos:R:3:mulliken_charge:R:1
Hf 3.82349 -0.67327 0.89218 1.86
Hf -1.23813 2.57674 -0.36210 1.64
F -0.26295 2.51680 -2.24431 -0.56
O -0.25308 0.58346 -0.35876 1.76
P 0.34936 -0.76186 -0.36775 -0.24
O 1.80140 -0.96415 0.04681 0.85
F 0.05689 -1.38363 -1.73097 -0.11
F -0.36023 -1.68944 0.62233 -0.17
O 2.87161 1.29315 0.79981 -0.25
P 2.34584 2.72668 0.69644 0.00
O 0.93509 2.85029 0.27678 -0.44
F 3.27972 3.40791 -0.29056 -0.14
F 2.59851 3.44645 2.00272 -0.16
C 2.43877 -0.24132 -3.86442 -0.99
C 2.93697 0.96971 -3.10414 0.81
O 3.12431 0.94227 -1.88620 -0.33
C 3.25107 2.20996 -3.87737 -1.20
H 1.40506 -0.50306 -3.65004 0.15
H 3.05449 -1.13554 -3.73642 0.33
H 2.54076 -0.04615 -4.93162 0.43
H 4.33148 2.36936 -3.97386 0.37
H 2.96558 3.07452 -3.27282 0.34
H 2.78454 2.20391 -4.85741 0.43
C -0.41470 0.01104 4.30355 -1.10
C -0.11839 1.26941 3.54728 0.63
O -0.22870 1.34264 2.32412 -0.31
C 0.41087 2.38227 4.40184 -1.23
H 0.06699 -0.02159 5.27530 0.43
H -0.14082 -0.87642 3.72680 0.33
H -1.50066 -0.05819 4.40472 0.18
H -0.36744 2.86764 4.99234 0.36
H 0.93117 3.11277 3.78069 0.27
H 1.20469 2.01048 5.05195 0.43
C -3.80167 -0.29774 2.35074 -0.83
C -3.68523 0.42679 1.08686 0.71
O -2.73862 1.21672 0.85180 -0.56
C -4.80884 0.33869 0.08979 -0.96
H -4.60695 0.20028 2.90664 0.44
H -2.94733 -0.30606 3.02115 -0.14
H -4.05112 -1.34210 2.14767 0.43
H -4.66519 -0.39097 -0.70107 0.24
H -4.99790 1.34958 -0.27507 0.22
H -5.73353 0.20221 0.65700 0.47
C 4.32779 -5.09827 1.36466 -1.12
C 3.22886 -4.10434 1.41286 0.70
O 3.40279 -2.90496 1.00878 -0.73
C 1.96277 -4.41388 2.14133 -0.83
H 5.21624 -4.64972 0.92361 0.37
H 4.00712 -5.89456 0.67725 0.37
H 4.50139 -5.53243 2.35150 0.41
H 2.00769 -5.37028 2.66023 0.39
H 1.14181 -4.57385 1.43208 0.31
H 1.77906 -3.56336 2.79641 0.29
C -2.63710 0.01075 -3.88215 -1.04
C -3.08100 0.98682 -2.85661 0.82
O -2.50982 1.05465 -1.73724 -0.25
C -4.36491 1.70325 -3.10091 -1.12
H -2.11175 0.57190 -4.66523 0.37
H -3.48140 -0.50617 -4.33325 0.43
H -1.88138 -0.64272 -3.45091 0.16
H -4.34049 2.32380 -4.00207 0.43
H -4.57904 2.41286 -2.30155 0.29
H -5.17578 0.98023 -3.21125 0.37
```

Calculated values
Total charge: +5
Max |F| (eV/A): 8.47
Relative energy (zero: lowest compared OMol25 entry of this formula, charge and spin) (kcal per mole): 0.0
Highest occupied orbital energy (eV): -22.76
Energy (eV): -69197.8333
Gap between HOMO and LUMO (eV): 3.8

---

This record from the Open Molecules 2025 dataset describes a cluster of 2 separate species, C5H6O2S3 in total. The level of theory is wB97M-V/def2-TZVPD.

```
16
Properties=species:S:1:pos:R:3:mulliken_charge:R:1
C -0.51122 2.41241 0.28614 0.55
C 0.43062 -2.02499 -0.92633 0.29
C -0.15228 -3.23837 -0.05016 -0.22
C 0.90077 -4.14328 0.66930 -0.52
C 1.51048 -5.07426 1.22464 -0.11
H -1.27548 3.80349 2.24326 0.12
H 0.80056 4.14467 1.59643 0.13
H 2.22907 -2.81790 -0.62911 0.33
H -0.81170 -2.81048 0.73201 0.30
H -0.71999 -3.84971 -0.96114 0.25
H 2.33983 -5.59320 1.66547 0.40
O -0.68639 1.65997 -0.60132 -0.40
O 1.66769 -2.19764 -1.24793 -0.44
S -1.68241 2.56449 1.63649 -0.21
S 0.62934 3.63107 0.23135 -0.22
S -0.41462 -0.95584 -1.68499 -0.25
```

Calculated values
Total charge: 0
Max |F| (eV/A): 4.85
Relative energy (zero: lowest compared OMol25 entry of this formula, charge and spin) (kcal per mole): 59.0
Highest occupied orbital energy (eV): -8.54
Energy (eV): -41878.4887
Gap between HOMO and LUMO (eV): 8.6
Structure (SMILES): C#CCC(O)=S.O=C(S)S

---

This record from the Open Molecules 2025 dataset describes a structure of composition C11H24AgGeNS2. The level of theory is wB97M-V/def2-TZVPD.

```
40
Properties=species:S:1:pos:R:3:mulliken_charge:R:1
Ag -0.34437 0.41062 -0.13279 0.23
S 0.42929 -0.25688 2.06421 -0.33
C -1.01558 -0.86159 2.71649 0.51
N -1.17723 -1.18453 3.97598 -0.13
C -2.44411 -1.82451 4.35010 -0.54
C -3.45133 -1.41460 3.27515 -0.48
S -2.44381 -1.13552 1.77926 -0.08
H -0.41303 -1.09099 4.63247 0.24
H -2.75162 -1.47414 5.33284 0.34
H -2.30303 -2.90557 4.38270 0.29
H -3.96999 -0.49147 3.52220 0.33
H -4.17562 -2.20074 3.08160 0.39
C 4.72614 -0.56253 -0.52352 -1.48
C 3.78971 -1.08410 -1.60113 0.12
C 3.18874 0.01283 -2.46754 -0.58
C 2.30807 -0.58396 -3.58123 -0.67
Ge 1.12804 -1.73773 -2.60333 1.01
C 1.08888 -3.65509 -2.43921 -0.75
C 1.52816 -4.23346 -3.78220 -0.43
C 0.61861 -3.70238 -4.88478 -0.12
C 1.04809 -4.07043 -6.29439 -1.43
H 5.12368 -1.37236 0.08517 0.40
H 4.21680 0.13773 0.14017 0.32
H 5.56676 -0.04007 -0.98022 0.38
H 2.96585 -1.64784 -1.09627 0.08
H 4.29521 -1.82017 -2.23332 0.32
H 3.95110 0.64927 -2.91903 0.45
H 2.59218 0.68065 -1.83359 0.17
H 2.88358 -1.17285 -4.29557 0.46
H 1.75455 0.18244 -4.12575 0.49
H 0.20261 -0.95717 -1.58650 -0.73
H 0.07044 -3.95398 -2.17917 0.46
H 1.72366 -3.90669 -1.58310 0.48
H 1.48244 -5.32274 -3.74797 0.44
H 2.57173 -3.97583 -3.98531 0.27
H 0.57041 -2.58703 -4.82003 0.16
H -0.40741 -4.03057 -4.69403 0.33
H 2.06752 -3.74025 -6.49781 0.34
H 0.39058 -3.62368 -7.03752 0.39
H 1.01663 -5.15196 -6.42985 0.35
```

Calculated values
Total charge: +2
Max |F| (eV/A): 0.31
Relative energy (zero: lowest compared OMol25 entry of this formula, charge and spin) (kcal per mole): 0.0
Highest occupied orbital energy (eV): -15.41
Energy (eV): -95455.8602
Gap between HOMO and LUMO (eV): 7.7

---

This record from the Open Molecules 2025 dataset describes a cluster of 3 separate species, C4H14NO2 in total. The level of theory is wB97M-V/def2-TZVPD.

```
21
Properties=species:S:1:pos:R:3:mulliken_charge:R:1
C -0.60476 -0.12600 -1.70094 -1.39
C -0.86034 -1.51825 -0.96900 -0.67
C -0.16034 -1.41733 0.37787 -0.21
C -0.93026 -1.35639 1.49279 -0.90
N -1.07312 1.09843 -0.93637 -0.22
H -1.16112 -0.39220 -2.59865 0.52
H 0.49486 -0.05162 -1.83696 0.48
H -0.38399 -2.28415 -1.60252 0.39
H -1.94597 -1.52264 -0.85227 0.38
H 1.00425 -1.34748 0.35196 0.17
H -0.45571 -1.71410 2.40160 0.23
H -2.00535 -1.07206 1.43640 0.31
H -0.27647 1.57054 -0.45267 0.30
H -1.84297 0.92800 -0.22932 0.41
H -1.42024 1.72221 -1.69829 0.40
H 2.80710 -0.44176 1.91978 0.34
H 3.18953 0.41387 0.77102 0.36
O 2.49579 0.40802 1.50628 -0.87
H 0.76785 3.05838 1.10130 0.37
H 1.43877 1.73216 1.07829 0.40
O 0.92249 2.31239 0.43969 -0.79
```

Calculated values
Spin multiplicity: 2
Total charge: 0
Max |F| (eV/A): 3.82
Relative energy (zero: lowest compared OMol25 entry of this formula, charge and spin) (kcal per mole): 77.1
Highest occupied orbital energy (spin up / spin down) (eV): -2.36 / -7.60
Energy (eV): -9954.7482
Gap between HOMO and LUMO (spin up / spin down) (eV): 2.7 / 7.9

---

> Which value of relative energy (zero: lowest compared OMol25 entry of this formula, charge and spin) does entry 3 give?

59.0 kcal per mole